Below is a structure of composition C35H48N4OPPtS2Se, with properties calculated with wB97M-V/def2-TZVPD.

## Properties
E_tot: -144630.409 eV
HOMO-LUMO gap: 0.274 Eh

```
! wB97M-V def2-TZVPD RIJCOSX def2/J DEFGRID3
* xyz 1 1
Pt 0.354 -0.477 0.318
C -1.574 -4.813 2.907
C -0.097 -4.692 2.613
C 0.708 -5.795 2.888
C 2.078 -5.778 2.669
C 2.682 -4.633 2.177
C 1.902 -3.526 1.888
C 0.521 -3.544 2.083
P -0.415 -2.051 1.657
C -1.979 -2.591 0.886
C -3.186 -2.184 1.454
C -4.397 -2.498 0.855
C -4.405 -3.222 -0.328
C -3.206 -3.627 -0.898
C -1.976 -3.326 -0.313
C -0.706 -3.817 -0.964
C -0.817 -1.193 3.198
C -0.755 -1.653 4.503
C -0.902 -0.738 5.542
C -1.086 0.605 5.258
C -1.144 1.059 3.941
C -1.018 0.152 2.904
C -1.096 0.495 1.436
H -1.731 -5.552 3.692
H -2.131 -5.139 2.026
H -2.023 -3.879 3.239
H 0.244 -6.686 3.296
H 2.670 -6.655 2.897
H 3.753 -4.597 2.016
H 2.372 -2.626 1.510
H -3.182 -1.624 2.385
H -5.326 -2.185 1.316
H -5.343 -3.480 -0.805
H -3.218 -4.198 -1.820
H -0.904 -4.154 -1.982
H -0.277 -4.656 -0.408
H 0.051 -3.035 -1.017
H -0.557 -2.698 4.718
H -0.845 -1.073 6.570
H -1.173 1.316 6.071
H -1.279 2.113 3.724
H -0.902 1.555 1.257
H -2.119 0.274 1.133
C 3.203 0.658 2.092
N 3.447 1.262 0.776
C 3.275 2.725 0.789
C 3.408 0.530 -0.356
S 2.720 -1.061 -0.373
N 4.005 1.012 -1.468
C 3.827 0.373 -2.770
C 5.199 1.863 -1.415
H 3.472 1.398 2.844
H 3.817 -0.228 2.218
H 2.158 0.383 2.218
H 2.302 2.959 1.220
H 3.293 3.130 -0.209
H 4.059 3.195 1.383
H 2.841 -0.053 -2.851
H 4.572 -0.412 -2.917
H 3.957 1.135 -3.538
H 5.580 1.926 -0.401
H 5.007 2.870 -1.790
H 5.964 1.407 -2.043
C -3.039 0.867 -1.297
N -2.571 1.176 -2.641
C -3.363 1.672 -3.663
C -2.587 1.758 -4.757
N -1.325 1.315 -4.392
C -0.193 1.255 -5.313
C -1.320 0.959 -3.085
Se 0.184 0.248 -2.204
H -3.648 1.690 -0.926
H -2.161 0.750 -0.681
H -3.612 -0.059 -1.298
H -4.406 1.898 -3.516
H -2.808 2.085 -5.759
H -0.001 2.248 -5.720
H -0.417 0.564 -6.123
H 0.675 0.906 -4.769
O -0.049 3.789 0.650
S -0.472 3.629 -0.783
C 0.907 4.237 -1.803
C 0.344 5.294 -2.748
C -0.632 6.101 -1.895
C -1.518 5.055 -1.228
H 1.388 3.381 -2.282
H 1.583 4.685 -1.070
H -0.190 4.818 -3.577
H 1.137 5.904 -3.180
H -1.213 6.816 -2.477
H -0.082 6.661 -1.135
H -2.274 4.680 -1.924
H -2.007 5.367 -0.305
*
```

Atomic charges from the Löwdin analysis, expressed in e, are listed below: 0.473, -0.037, -0.256, -0.040, -0.062, -0.068, -0.108, -0.295, 0.941, -0.308, -0.100, -0.076, -0.075, -0.042, -0.262, -0.040, -0.321, -0.056, -0.074, -0.065, -0.023, -0.324, -0.295, 0.087, 0.093, 0.059, 0.116, 0.110, 0.109, 0.006, 0.112, 0.108, 0.107, 0.114, 0.084, 0.088, 0.040, 0.109, 0.107, 0.108, 0.119, 0.033, 0.035, -0.062, -0.184, -0.026, -0.695, 0.623, -0.186, -0.099, -0.032, 0.095, 0.086, 0.056, 0.083, 0.064, 0.101, -0.014, 0.099, 0.095, 0.093, 0.093, 0.096, -0.012, -0.108, -0.030, -0.033, -0.121, -0.018, -0.627, 0.677, 0.108, 0.002, 0.104, 0.132, 0.132, 0.098, 0.102, 0.036, -0.546, 0.875, -0.322, -0.231, -0.225, -0.310, 0.068, 0.092, 0.108, 0.117, 0.116, 0.120, 0.082, 0.097

Below is a cluster of 2 separate species, C10H14N3S in total in a non-equilibrium geometry, with properties calculated with wB97M-V/def2-TZVPD.

## Properties
E_tot: -25894.724 eV
HOMO-LUMO gap: 0.289 Eh

```
! wB97M-V def2-TZVPD RIJCOSX def2/J DEFGRID3
* xyz 1 1
C -2.855 -3.597 -0.031
C -1.201 1.967 -2.614
C -0.522 2.679 -1.619
C -0.782 0.640 -2.897
C 0.229 2.051 -0.696
C 0.020 -0.038 -1.988
C 0.404 0.660 -0.840
C 0.025 0.424 2.444
C 1.374 0.446 1.686
C 1.160 0.035 0.200
N -3.718 -3.992 -0.713
N 1.864 -1.023 -0.027
N 2.482 -0.347 2.379
S -1.561 -2.948 0.627
H -1.861 2.553 -3.146
H -0.571 3.713 -1.447
H -1.094 0.105 -3.794
H 0.493 2.780 0.030
H 0.225 -1.163 -2.140
H -0.628 0.858 1.777
H -0.121 -0.535 2.861
H 0.257 0.934 3.366
H 1.666 1.502 1.838
H 2.328 -1.339 0.784
H 2.114 -1.494 -0.897
H 1.940 -1.050 2.901
H 2.986 0.329 2.971
H -4.654 -4.148 -1.016
*
```

Atomic charges from the natural (NBO) analysis, expressed in e, are listed below: 0.294, -0.116, -0.195, -0.195, -0.161, -0.151, -0.190, -0.604, -0.118, 0.473, -0.616, -0.639, -0.854, -0.135, 0.232, 0.226, 0.242, 0.241, 0.242, 0.227, 0.220, 0.230, 0.241, 0.434, 0.432, 0.376, 0.406, 0.460

> What is the E_tot in the second record?

-25894.724 eV